Entry 1:
ORCA calculation (ωB97M-V with the def2-TZVPD basis set) on a single C3H3ClF2OS molecule in a non-equilibrium geometry.

The geometry in XYZ format:
```
11
Properties=species:S:1:pos:R:3:mulliken_charge:R:1
S 1.7298 -2.7079 -0.1357 -0.24
F -1.0494 -0.3183 1.2789 -0.22
C 1.4308 -1.1159 -0.0247 0.04
H 0.6668 1.2183 0.6125 0.38
C -1.3085 0.4287 0.1861 0.79
H 2.2174 -0.2477 0.6171 0.19
Cl -2.2824 -0.3679 -0.7510 -0.11
H -0.0109 1.2094 -1.2025 0.40
F -1.9165 1.7099 0.4939 -0.27
C 0.0518 0.7407 -0.2723 -0.76
O 0.4711 -0.5494 -0.8024 -0.19
```

The net charge is 0. Its HOMO energy is -0.33690 hartree. As for the molar mass: 160.57 Da. As for the orbital gap: 9.1423 eV. The value obtained for the energy above the lowest of the compared OMol25 structures with the same formula, charge and spin is 191.1 kJ/mol. The electronic energy is -1249.36528 hartree.

Entry 2:
ORCA calculation (ωB97M-V with the def2-TZVPD basis set) on a single C2H2N2O3 molecule in a non-equilibrium geometry.

The geometry in XYZ format:
```
9
Properties=species:S:1:pos:R:3:mulliken_charge:R:1
N 0.4957 0.3982 -0.0849 -0.57
C 1.7823 -0.0294 -0.1734 0.16
N -0.5827 -0.3478 -0.1608 0.94
C -1.7141 0.3539 0.3432 0.07
H 2.5349 0.7560 -0.5412 0.30
O -0.6420 -1.4654 -0.6047 -0.51
H -1.2252 1.2340 0.8293 0.36
O 2.1835 -1.0848 0.2898 -0.45
O -2.8324 0.1853 0.1027 -0.31
```

The net charge is 0. Its HOMO energy is -0.39588 hartree. As for the molar mass: 102.05 Da. As for the orbital gap: 8.7091 eV. The value obtained for the energy above the lowest of the compared OMol25 structures with the same formula, charge and spin is 393.7 kJ/mol. The electronic energy is -412.50101 hartree.

Entry 3:
ORCA calculation (ωB97M-V with the def2-TZVPD basis set) on 2 unconnected molecules or ions with the total composition C5H14 in a non-equilibrium geometry.

The geometry in XYZ format:
```
19
Properties=species:S:1:pos:R:3:mulliken_charge:R:1
H 1.0586 0.0105 -2.0993 0.34
H 2.8663 -1.8075 -1.5033 0.31
H 1.6954 -2.3412 -2.7481 0.30
H -0.3472 -0.5571 1.8196 0.26
H 1.1198 -0.3817 -0.4422 0.16
C -0.9120 0.3123 2.1998 -1.15
H -1.9447 -0.0099 2.2387 0.34
H -1.5346 0.3545 -0.3639 0.24
H -2.2464 2.0220 -0.0007 0.37
H -0.7849 1.8511 -0.8301 0.29
H 0.4431 1.6216 1.1558 0.23
H -0.5219 0.3549 3.2210 0.34
C 1.8231 -2.0129 -1.7123 -1.04
C -0.6266 1.5131 1.3264 -0.17
H -0.1393 -1.0461 -1.4574 0.25
C -1.3643 1.3690 -0.0310 -1.06
H 1.4616 -2.8712 -1.1388 0.29
C 0.9240 -0.8265 -1.4111 -0.63
H -0.9699 2.4450 1.7769 0.32
```

The net charge is 0. Its HOMO energy is -0.41444 hartree. As for the molar mass: 74.17 Da. As for the orbital gap: 12.4149 eV. The value obtained for the energy above the lowest of the compared OMol25 structures with the same formula, charge and spin is 30.6 kJ/mol. The electronic energy is -198.87752 hartree.

Entry 4:
ORCA calculation (ωB97M-V with the def2-TZVPD basis set) on 3 unconnected molecules or ions with the total composition C25H47BN2O12P in a non-equilibrium geometry.

The geometry in XYZ format:
```
88
Properties=species:S:1:pos:R:3:mulliken_charge:R:1
O 4.2861 -1.6411 5.8342 -0.22
H 4.2700 -2.1416 7.8524 0.37
H 2.8434 -3.6987 -1.5847 0.52
H -7.1046 2.1497 -3.8665 0.10
H 0.7400 0.8112 5.0310 0.37
C -7.8036 2.5664 -3.1402 -0.30
C 0.8389 -0.1910 5.4686 -0.60
C -0.5387 1.4422 -1.1531 -0.32
H -1.2829 -0.5269 -1.4428 0.10
C 3.8084 -0.4986 -2.1768 1.07
N 1.1524 -0.2057 -2.7984 0.61
C 0.1039 -2.8719 -3.5897 -0.29
H -4.6546 2.8078 -4.9174 0.40
H 2.7662 0.1798 6.3759 0.13
C 3.4893 -2.8359 -1.4732 -2.05
C -8.4987 1.4732 -2.3582 -0.55
C -6.0480 3.2473 -1.5785 -0.45
C -7.9626 0.1295 -0.4795 -0.80
H 2.0676 -3.2020 7.7859 0.41
H 0.5091 -3.0233 -5.4237 0.27
C 0.5623 -2.4892 -2.1900 -1.37
C -4.7808 3.0043 -2.3739 -0.20
H 4.0274 3.1874 -1.2423 0.38
H -7.0868 -0.3066 0.0004 0.22
H -0.4535 0.8452 0.9288 0.48
H 4.3965 -3.0627 -2.0217 0.46
H -1.4278 1.9421 -0.7817 0.26
H -5.8658 4.1259 -0.9545 0.40
H 0.0195 2.1995 -1.6973 0.29
O -7.1863 3.5750 -2.3507 -0.45
C 1.9937 0.8080 -3.0090 -0.76
C 5.4374 -0.8845 6.1473 -0.85
C 1.7539 -0.1012 6.6711 -0.35
C 1.5679 -1.3917 -2.3145 0.32
C 0.2272 0.9459 0.0891 -1.10
H 1.5848 1.7114 -3.4275 0.84
H -0.1507 -0.5309 5.7915 0.38
H -8.5733 3.0936 -3.7074 0.41
C 2.3238 -2.4555 7.0308 -0.27
H -0.8864 -3.2979 -3.7376 0.46
H 0.6707 -0.0354 -0.0628 0.13
H 4.1590 -3.4906 6.7006 0.36
H -0.2926 -2.2318 -1.5762 0.20
H -3.9379 2.9385 -1.6703 0.06
H 0.9881 1.6559 0.3946 0.31
O -0.1495 0.0109 -3.1728 -0.44
C 0.4082 -1.8244 3.7975 -0.73
H 6.3366 -1.5093 6.1274 0.32
O 1.3722 -1.0538 4.4752 -0.21
O 4.7890 2.8866 -1.7593 -0.52
H -4.6357 1.0417 -4.9904 0.24
H 7.0244 -1.3917 -2.5024 0.33
P 4.3918 2.1111 -3.0829 1.14
H 5.5340 -0.1030 5.3940 0.23
H -8.7414 -0.6362 -0.5562 0.32
O 5.9413 0.2928 -0.9961 -0.58
C 3.3253 0.7040 -2.7042 -0.50
N 0.9130 -2.7046 -4.5458 -0.43
H 4.5581 -2.6322 2.0593 0.85
H -4.6112 3.8595 -3.0364 0.41
O 1.7610 -1.2445 7.5097 -0.46
H -0.1255 -1.2178 3.0550 0.20
H 4.0814 3.4569 -4.6219 0.36
O 3.4891 3.0848 -3.9499 -0.56
H -9.1216 0.8940 -3.0513 0.39
O 5.5798 1.6719 -3.8142 -0.70
C 4.1985 -2.6389 1.0617 0.64
H -6.2531 2.4166 -0.9002 0.16
H 0.9372 -2.6282 3.2852 0.23
H 1.8476 -2.7730 6.1011 0.08
H -3.2005 1.9045 -4.3875 0.31
H -1.9452 0.6609 -2.5211 0.10
H -9.1474 1.9282 -1.6026 0.35
H 1.3727 0.7035 7.3039 0.40
H -8.3199 0.9544 0.1458 0.37
H 0.9884 -3.3865 -1.7679 0.63
C 2.9067 -1.5474 -1.9988 -0.02
C 3.8334 -2.4620 6.9011 -0.56
C -4.2982 1.9033 -4.4161 -0.84
H -0.3110 -2.2769 4.4880 0.39
C -1.0216 0.3236 -2.0663 0.14
H 5.3465 -0.4054 7.1270 0.39
H 5.2871 0.5430 -0.3332 0.35
O -7.5687 0.5840 -1.7566 -0.27
C 3.8093 -2.7005 -0.0630 -0.99
O -4.8345 1.7940 -3.1140 -0.29
B 5.3747 -0.6302 -1.8333 0.92
O 6.1057 -1.6429 -2.3429 -0.58
```

The net charge is +1. Its HOMO energy is -0.39853 hartree. As for the molar mass: 609.44 Da. As for the orbital gap: 6.7164 eV. The electronic energy is -2359.09397 hartree.

What did the first record say?
ORCA calculation (ωB97M-V with the def2-TZVPD basis set) on a single C3H3ClF2OS molecule in a non-equilibrium geometry.

The geometry in XYZ format:
```
11
Properties=species:S:1:pos:R:3:mulliken_charge:R:1
S 1.7298 -2.7079 -0.1357 -0.24
F -1.0494 -0.3183 1.2789 -0.22
C 1.4308 -1.1159 -0.0247 0.04
H 0.6668 1.2183 0.6125 0.38
C -1.3085 0.4287 0.1861 0.79
H 2.2174 -0.2477 0.6171 0.19
Cl -2.2824 -0.3679 -0.7510 -0.11
H -0.0109 1.2094 -1.2025 0.40
F -1.9165 1.7099 0.4939 -0.27
C 0.0518 0.7407 -0.2723 -0.76
O 0.4711 -0.5494 -0.8024 -0.19
```

The net charge is 0. Its HOMO energy is -0.33690 hartree. As for the molar mass: 160.57 Da. As for the orbital gap: 9.1423 eV. The value obtained for the energy above the lowest of the compared OMol25 structures with the same formula, charge and spin is 191.1 kJ/mol. The electronic energy is -1249.36528 hartree.

Look up the electronic energy of the fourth one.
-2359.09397 hartree